7 unconnected molecules or ions with the total composition C36H75N7 at a distorted geometry, computed with ωB97M-V with the def2-TZVPD basis set.

Each atom is followed by the atoms it is bonded to, with distances in Å.
Cartesian coordinates (Å):
1 C 1.331 -0.872 0.501  C2 1.440, C5 1.423, H6 1.080
2 C 1.192 0.035 1.611  C1 1.440, C3 1.358, H7 1.080
3 C 0.224 0.947 1.330  C2 1.358, N4 1.418, H8 1.080
4 N -0.335 0.651 0.061  C3 1.418, C5 1.370, H9 1.010
5 C 0.279 -0.492 -0.379  C1 1.423, N4 1.370, H10 1.080
6 H 2.022 -1.693 0.386  C1 1.080
7 H 1.768 0.091 2.522  C2 1.080
8 H -0.087 1.825 1.876  C3 1.080
9 H -1.125 1.118 -0.361  N4 1.010
10 H -0.075 -0.969 -1.280  C5 1.080
11 C 0.713 1.183 5.987  C12 1.441, C15 1.391, H16 1.080
12 C 0.041 1.865 4.910  C11 1.441, C13 1.388, H17 1.080
13 C 0.723 3.015 4.536  C12 1.388, N14 1.322, H18 1.080
14 N 1.766 3.094 5.345  C13 1.322, C15 1.382, H19 1.010
15 C 1.763 2.055 6.256  C11 1.391, N14 1.382, H20 1.080
16 H 0.347 0.240 6.365  C11 1.080
17 H -0.888 1.478 4.518  C12 1.080
18 H 0.562 3.790 3.802  C13 1.080
19 H 2.551 3.728 5.293  N14 1.010
20 H 2.600 1.929 6.926  C15 1.080
21 C -4.619 1.901 -2.943  C22 1.397, C25 1.392, H26 1.080
22 C -3.550 1.889 -2.043  C21 1.397, C23 1.363, H27 1.080
23 C -2.479 1.320 -2.665  C22 1.363, N24 1.343, H28 1.080
24 N -2.919 0.793 -3.818  C23 1.343, C25 1.395, H29 1.010
25 C -4.258 1.118 -4.036  C21 1.392, N24 1.395, H30 1.080
26 H -5.606 2.314 -2.791  C21 1.080
27 H -3.568 2.450 -1.120  C22 1.080
28 H -1.424 1.171 -2.486  C23 1.080
29 H -2.420 0.224 -4.488  N24 1.010
30 H -4.764 0.804 -4.937  C25 1.080
31 C 1.412 8.508 0.268  C32 1.530, H38 1.090, H39 1.090, H40 1.090
32 C 0.512 7.278 0.402  C31 1.530, N33 1.504, H41 1.090, H42 1.090
33 N 0.662 6.620 1.746  C32 1.504, C34 1.494, C36 1.484
34 C 1.892 5.775 1.811  N33 1.494, C35 1.442, H43 1.090, H44 1.090
35 C 1.808 4.513 1.117  C34 1.442, H45 1.090, H46 1.090, H47 1.090
36 C 0.761 7.579 2.875  N33 1.484, C37 1.580, H48 1.090, H49 1.090
37 C -0.611 8.352 3.004  C36 1.580, H50 1.090, H51 1.090, H52 1.090
38 H 2.440 8.148 0.321  C31 1.090
39 H 1.285 9.316 0.987  C31 1.090
40 H 1.216 8.982 -0.694  C31 1.090
41 H -0.545 7.541 0.456  C32 1.090
42 H 0.652 6.590 -0.432  C32 1.090
43 H 2.740 6.363 1.460  C34 1.090
44 H 2.085 5.562 2.862  C34 1.090
45 H 2.679 3.888 1.315  C35 1.090
46 H 0.961 3.906 1.434  C35 1.090
47 H 1.740 4.737 0.052  C35 1.090
48 H 1.498 8.370 2.735  C36 1.090
49 H 1.075 7.130 3.817  C36 1.090
50 H -0.440 9.225 3.634  C37 1.090
51 H -1.379 7.717 3.445  C37 1.090
52 H -1.170 8.647 2.116  C37 1.090
53 C -3.065 -0.277 -6.987  C54 1.574, H60 1.090, H61 1.090, H62 1.090
54 C -1.858 -1.272 -6.816  C53 1.574, N55 1.501, H63 1.090, H64 1.090
55 N -1.677 -1.539 -5.350  C54 1.501, C56 1.477, C58 1.517
56 C -0.309 -1.826 -4.873  N55 1.477, C57 1.585, H65 1.090, H66 1.090
57 C 0.893 -1.116 -5.624  C56 1.585, H67 1.090, H68 1.090, H69 1.090
58 C -2.713 -2.559 -4.919  N55 1.517, C59 1.549, H70 1.090, H71 1.090
59 C -2.876 -2.560 -3.379  C58 1.549, H72 1.090, H73 1.090, H74 1.090
60 H -2.781 0.712 -6.629  C53 1.090
61 H -4.004 -0.493 -6.476  C53 1.090
62 H -3.407 -0.173 -8.017  C53 1.090
63 H -1.960 -2.187 -7.399  C54 1.090
64 H -1.113 -0.615 -7.267  C54 1.090
65 H -0.214 -1.759 -3.789  C56 1.090
66 H -0.189 -2.897 -5.037  C56 1.090
67 H 0.839 -0.034 -5.501  C57 1.090
68 H 1.842 -1.311 -5.125  C57 1.090
69 H 1.185 -1.279 -6.662  C57 1.090
70 H -2.301 -3.483 -5.324  C58 1.090
71 H -3.675 -2.520 -5.431  C58 1.090
72 H -3.627 -3.301 -3.106  C59 1.090
73 H -3.289 -1.625 -3.000  C59 1.090
74 H -1.918 -2.661 -2.868  C59 1.090
75 C 6.367 -6.377 -0.883  C76 1.497, H82 1.090, H83 1.090, H84 1.090
76 C 5.353 -6.275 0.214  C75 1.497, N77 1.453, H85 1.090, H86 1.090
77 N 4.409 -5.220 -0.117  C76 1.453, C78 1.470, C80 1.475
78 C 5.061 -3.906 -0.209  N77 1.470, C79 1.528, H87 1.090, H88 1.090
79 C 4.693 -3.110 -1.460  C78 1.528, H89 1.090, H90 1.090, H91 1.090
80 C 3.244 -5.280 0.786  N77 1.475, C81 1.557, H92 1.090, H93 1.090
81 C 3.246 -4.599 2.186  C80 1.557, H94 1.090, H95 1.090, H96 1.090
82 H 6.091 -6.326 -1.936  C75 1.090
83 H 6.974 -7.265 -0.707  C75 1.090
84 H 7.164 -5.637 -0.823  C75 1.090
85 H 4.841 -7.236 0.166  C76 1.090
86 H 5.860 -6.197 1.176  C76 1.090
87 H 6.148 -3.962 -0.267  C78 1.090
88 H 4.830 -3.083 0.466  C78 1.090
89 H 3.611 -2.977 -1.477  C79 1.090
90 H 4.945 -3.603 -2.399  C79 1.090
91 H 5.140 -2.123 -1.574  C79 1.090
92 H 2.320 -4.977 0.293  C80 1.090
93 H 2.984 -6.307 1.041  C80 1.090
94 H 3.537 -3.550 2.138  C81 1.090
95 H 2.249 -4.706 2.613  C81 1.090
96 H 3.920 -5.141 2.850  C81 1.090
97 C -0.704 -2.873 2.740  C98 1.595, H104 1.090, H105 1.090, H106 1.090
98 C -1.974 -1.958 3.045  C97 1.595, N99 1.520, H107 1.090, H108 1.090
99 N -3.183 -2.590 2.375  C98 1.520, C100 1.477, C102 1.472
100 C -4.498 -2.366 3.007  N99 1.477, C101 1.526, H109 1.090, H110 1.090
101 C -4.552 -2.992 4.398  C100 1.526, H111 1.090, H112 1.090, H113 1.090
102 C -3.186 -2.366 0.920  N99 1.472, C103 1.515, H114 1.090, H115 1.090
103 C -3.559 -0.958 0.504  C102 1.515, H116 1.090, H117 1.090, H118 1.090
104 H -0.827 -3.831 3.245  C97 1.090
105 H 0.223 -2.503 3.180  C97 1.090
106 H -0.497 -2.795 1.673  C97 1.090
107 H -2.306 -1.978 4.083  C98 1.090
108 H -1.818 -0.889 2.898  C98 1.090
109 H -4.698 -1.302 3.133  C100 1.090
110 H -5.262 -2.801 2.362  C100 1.090
111 H -4.414 -4.072 4.354  C101 1.090
112 H -3.871 -2.542 5.120  C101 1.090
113 H -5.492 -2.738 4.888  C101 1.090
114 H -3.921 -3.099 0.586  C102 1.090
115 H -2.307 -2.517 0.294  C102 1.090
116 H -3.820 -0.954 -0.555  C103 1.090
117 H -2.669 -0.341 0.630  C103 1.090
118 H -4.470 -0.651 1.017  C103 1.090

HOMO level (eV): -7.80
Orbital gap (eV): 8.5
LUMO energy (eV): 0.74
Net charge: 0